Entry 1:
ORCA calculation (wB97M-V/def2-TZVPD) on a cluster of 7 separate species, C46H101ClN5O3 in total at a distorted geometry.

HOMO level (spin up / spin down): -0.22359 / -0.36045 hartree
Total charge: +2
LUMO (spin up / spin down): -3.746 / -3.854 eV
Frontier orbital gap (spin up / spin down): 2.34 / 5.95 eV
Strongest force on any atom: 7.289 eV/Å
<S²>: 0.751
2S+1: 2

Atoms and positions in Å:
1 C -14.6491 -32.4560 2.4351
2 C -14.5973 -31.6949 3.7238
3 C -15.4473 -30.4132 3.5708
4 N -15.8492 -29.7762 4.9271
5 C -16.8864 -30.6830 5.6472
6 C -17.6394 -29.9442 6.7577
7 C -18.3197 -28.6596 6.2376
8 C -17.2273 -27.7100 5.6064
9 C -16.4359 -28.4192 4.4711
10 C -14.6659 -29.4612 5.8245
11 H -13.8207 -33.1645 2.4285
12 H -14.5211 -31.7626 1.6039
13 H -15.5371 -33.0872 2.4001
14 H -13.5668 -31.4706 3.9994
15 H -14.8761 -32.3811 4.5236
16 H -16.3019 -30.6323 2.9308
17 H -14.7828 -29.7121 3.0658
18 H -17.5884 -30.9325 4.8516
19 H -16.2833 -31.5305 5.9730
20 H -18.3756 -30.6777 7.0867
21 H -17.0250 -29.6450 7.6069
22 H -19.0062 -28.8964 5.4247
23 H -18.9119 -28.1366 6.9884
24 H -17.5721 -26.7632 5.1906
25 H -16.6189 -27.4112 6.4600
26 H -17.1551 -28.7787 3.7351
27 H -15.6864 -27.7219 4.0968
28 H -14.0629 -28.8208 5.1808
29 H -14.1686 -30.3240 6.2678
30 H -15.2416 -28.9171 6.5732
31 C -14.3268 -25.0132 4.8265
32 C -15.3058 -24.2270 5.6690
33 C -14.8370 -24.2601 7.0844
34 N -15.6338 -23.4126 8.0780
35 C -14.8697 -23.3971 9.4565
36 C -13.5052 -22.7016 9.4230
37 C -13.5205 -21.3242 8.6782
38 C -14.3652 -21.3899 7.3873
39 C -15.8224 -21.9629 7.4910
40 C -17.0555 -24.0116 8.3278
41 H -13.2807 -24.9699 5.1297
42 H -14.2847 -24.6862 3.7876
43 H -14.5498 -26.0801 4.8207
44 H -16.2745 -24.7224 5.6031
45 H -15.4312 -23.2776 5.1483
46 H -13.8074 -23.9214 7.1995
47 H -14.9109 -25.2740 7.4776
48 H -14.7138 -24.4259 9.7810
49 H -15.5590 -22.7620 10.0130
50 H -12.6690 -23.3279 9.1124
51 H -13.2626 -22.5327 10.4722
52 H -12.5242 -20.9350 8.4684
53 H -13.8910 -20.5803 9.3835
54 H -13.7913 -21.9685 6.6634
55 H -14.4022 -20.4088 6.9138
56 H -16.3126 -21.9421 6.5176
57 H -16.4581 -21.4941 8.2421
58 H -17.4466 -23.5132 9.2148
59 H -16.8278 -25.0607 8.5164
60 H -17.6576 -23.7340 7.4626
61 C -12.4246 -32.4731 13.3201
62 C -13.1101 -31.9072 12.0710
63 C -14.2141 -32.8230 11.5695
64 N -15.0473 -32.3458 10.3342
65 C -14.2990 -32.7044 8.9570
66 C -14.3108 -34.2366 8.7031
67 C -15.6394 -34.8039 8.8594
68 C -16.3883 -34.4094 10.1388
69 C -16.4660 -32.9424 10.2947
70 C -15.2385 -30.8492 10.3194
71 H -13.0324 -32.3334 14.2141
72 H -11.4758 -31.9601 13.4775
73 H -12.1666 -33.5303 13.2573
74 H -12.4136 -31.6690 11.2670
75 H -13.4437 -30.9036 12.3346
76 H -14.8693 -32.8305 12.4406
77 H -14.0020 -33.8636 11.3238
78 H -13.3069 -32.2570 8.8971
79 H -14.8553 -32.2592 8.1321
80 H -13.6294 -34.7196 9.4035
81 H -13.9904 -34.4495 7.6832
82 H -15.5396 -35.8795 8.7137
83 H -16.3328 -34.5384 8.0614
84 H -16.0272 -34.9917 10.9866
85 H -17.4020 -34.7869 10.0039
86 H -16.9872 -32.8411 11.2466
87 H -17.0766 -32.3545 9.6094
88 H -14.2801 -30.3472 10.4517
89 H -15.9822 -30.5081 11.0395
90 H -15.5646 -30.5259 9.3308
91 C -21.0408 -23.3670 9.9484
92 C -19.8962 -24.3839 10.2471
93 C -20.0749 -25.2508 11.5128
94 N -19.0908 -26.4676 11.4786
95 C -19.2427 -27.1776 10.0526
96 C -18.8531 -28.6418 10.0305
97 C -19.4461 -29.3901 11.1461
98 C -19.0587 -28.8497 12.4838
99 C -19.4175 -27.4250 12.6938
100 C -17.6205 -26.0298 11.7097
101 H -21.0502 -22.9153 8.9565
102 H -21.0976 -22.4558 10.5438
103 H -22.0066 -23.8611 9.8424
104 H -18.9904 -23.8167 10.4610
105 H -19.6483 -24.8577 9.2973
106 H -21.0402 -25.7525 11.4463
107 H -19.9948 -24.6993 12.4496
108 H -20.2744 -27.0469 9.7262
109 H -18.5721 -26.6414 9.3811
110 H -19.0507 -29.1289 9.0757
111 H -17.7788 -28.7303 10.1916
112 H -20.5301 -29.4810 11.0767
113 H -19.1396 -30.4325 11.2326
114 H -19.5593 -29.4086 13.2744
115 H -17.9847 -28.9320 12.6510
116 H -20.4942 -27.2938 12.8010
117 H -18.9996 -27.0571 13.6309
118 H -17.0066 -26.8969 11.9535
119 H -17.4848 -25.3714 12.5678
120 H -17.2622 -25.5374 10.8057
121 C -10.7694 -24.4862 11.1943
122 C -12.0661 -25.0377 11.7517
123 C -11.9376 -26.0419 12.9427
124 N -13.2044 -26.7998 13.2869
125 C -13.1632 -27.3626 14.7352
126 C -13.1780 -26.3258 15.9437
127 C -14.4565 -25.4778 15.8728
128 C -14.5787 -24.7817 14.4923
129 C -14.4084 -25.7964 13.2937
130 C -13.4894 -28.0498 12.4455
131 H -10.1682 -25.2720 10.7369
132 H -10.1812 -23.9952 11.9695
133 H -10.9598 -23.7334 10.4294
134 H -12.5570 -25.5764 10.9413
135 H -12.7197 -24.1890 11.9534
136 H -11.6488 -25.3984 13.7737
137 H -11.1404 -26.7461 12.7045
138 H -12.2431 -27.9460 14.7697
139 H -13.9967 -28.0313 14.9500
140 H -12.2460 -25.7691 15.8455
141 H -13.0104 -26.9048 16.8519
142 H -14.4043 -24.7804 16.7089
143 H -15.3303 -26.0858 16.1073
144 H -13.7528 -24.0762 14.4014
145 H -15.4613 -24.1432 14.4560
146 H -14.6280 -25.3694 12.3152
147 H -15.1905 -26.5409 13.4429
148 H -14.2694 -28.6948 12.8499
149 H -12.5983 -28.6768 12.4130
150 H -13.7179 -27.8738 11.3944
151 Cl -15.3376 -27.5492 9.1907
152 O -12.7018 -29.4271 8.1496
153 C -11.6012 -29.3839 8.8965
154 O -11.3906 -28.4745 9.7607
155 O -10.6561 -30.2139 8.7646
156 H -13.2344 -28.7386 8.5542

Forces on the atoms, in the same order (eV/Å):
0.659 -0.684 -0.057
-0.003 0.236 0.811
1.396 -1.073 1.471
0.198 -0.013 -1.679
0.792 1.739 -0.657
-0.140 0.360 -0.350
0.660 0.430 -1.520
-0.055 -0.971 0.650
-1.633 -0.751 1.966
-1.704 0.213 -0.533
0.094 0.067 -0.257
-0.271 -0.357 -0.305
-0.242 0.411 -0.475
0.062 0.455 -0.236
-0.621 0.195 0.185
-0.321 0.292 0.434
-0.332 0.334 0.023
-0.006 -0.397 0.126
-0.405 -0.067 0.040
-0.163 0.124 0.271
0.278 -0.283 0.070
-0.279 -0.251 0.007
0.255 -0.096 0.154
-0.576 -0.192 -0.091
0.614 0.010 -0.098
0.063 0.714 -0.402
0.197 -0.695 -0.283
0.514 -0.108 0.672
0.001 0.086 -0.385
1.232 0.330 0.588
0.767 -0.873 -0.833
-0.285 -0.278 -0.916
-0.232 0.501 1.331
-0.769 0.075 -0.788
-0.056 1.197 -1.680
0.221 0.854 -0.309
-0.806 -0.573 0.563
-0.276 0.523 -0.078
2.332 -0.755 1.673
2.241 0.962 -0.133
-0.025 0.298 0.447
-0.382 0.018 -0.015
-0.083 -0.041 0.066
-0.190 0.055 -0.003
0.129 0.375 0.698
-0.096 -0.181 -0.187
0.189 -0.192 0.031
-0.720 -0.077 0.066
0.103 -0.507 0.694
-0.345 -0.273 -0.494
-0.100 0.151 0.143
0.107 -0.470 -0.248
-0.517 0.062 -0.086
-0.233 -0.202 -0.119
-0.218 0.166 0.190
-0.022 -0.518 0.260
0.161 0.410 -0.113
0.059 -0.102 -0.106
-0.641 -0.223 -0.162
-0.047 -0.557 0.025
0.282 -0.118 -0.148
0.968 0.181 -0.936
-1.420 0.458 0.134
0.164 1.033 -0.974
-0.580 -1.022 0.403
1.451 1.664 0.470
-2.196 -1.149 -0.010
-0.259 -1.994 -1.647
0.843 0.074 1.549
0.581 0.229 -0.393
-0.101 -0.009 -0.040
-0.090 0.120 0.009
-0.141 -0.059 -0.194
0.515 -0.393 -0.025
-0.722 -0.218 0.076
-0.796 -0.317 -0.342
0.705 0.285 0.254
0.046 0.095 0.671
-0.468 0.362 0.396
0.261 -0.068 -0.184
0.496 0.273 0.088
-0.241 -0.197 0.481
0.197 0.414 -0.466
0.257 0.606 0.352
-0.201 0.076 0.137
0.533 0.885 0.400
0.373 -0.368 -0.594
-0.116 -0.086 0.160
0.183 -0.262 0.291
-0.134 -0.251 -0.011
-0.398 -0.158 -0.510
0.342 1.937 0.350
0.011 -1.586 -1.831
1.011 -0.023 0.735
0.376 0.226 0.814
1.189 0.079 0.293
-1.319 -1.616 1.164
0.215 0.482 0.332
-1.593 1.223 -0.881
-0.701 -0.132 -0.662
1.066 -0.273 -0.429
-0.043 -0.540 0.741
-0.180 -0.142 0.878
0.061 0.347 -0.025
-0.390 -0.685 0.413
-0.183 0.133 0.298
0.285 -0.128 -0.108
-0.042 0.135 0.293
-0.085 0.144 0.120
-0.249 0.444 -0.167
0.366 0.331 -0.364
-0.278 0.290 -0.063
0.324 -0.263 -0.740
0.093 -0.043 0.136
0.302 -0.333 -0.021
-0.145 -0.245 -0.044
0.533 0.564 -0.239
-0.082 -0.386 -0.381
-0.755 0.166 0.064
0.085 -0.132 0.027
0.540 -0.244 0.369
-0.873 -0.925 -0.565
0.436 1.039 -0.922
-1.312 0.906 1.341
0.870 0.710 1.318
0.379 -0.738 -2.337
0.649 -0.068 0.233
2.053 -0.752 0.092
-1.605 -1.292 0.941
0.726 0.050 -0.761
0.030 -0.015 0.061
0.124 -0.008 0.041
-0.101 -0.063 0.032
-0.109 -0.195 -0.239
-0.100 -0.077 0.618
-0.117 -0.580 0.458
-0.137 -0.160 0.150
-0.003 -0.052 -0.018
-0.201 0.020 -0.867
-0.196 0.633 0.100
-0.540 -0.106 0.026
-0.112 0.469 -0.287
-0.063 -0.236 -0.327
0.171 0.235 0.164
-0.350 -0.543 -0.555
0.683 -0.017 -0.006
-0.590 0.014 -0.063
-0.345 0.708 0.492
0.394 0.399 0.194
0.000 0.719 0.084
-0.335 0.228 -0.260
-1.419 -0.328 -0.713
6.689 -0.492 2.854
-2.877 1.036 -0.216
-2.369 -0.862 -1.580
-0.728 0.643 -0.007

---

Entry 2:
ORCA calculation (wB97M-V/def2-TZVPD) on a structure of composition C30H49BF6N8O8Si2 at a distorted geometry.

HOMO level: -0.16979 hartree
LUMO: -2.016 eV
Frontier orbital gap: 2.60 eV
Strongest force on any atom: 19.687 eV/Å

Atoms and positions in Å:
1 C -5.6191 2.6325 -2.0329
2 C -4.2832 3.0301 -1.5046
3 C -3.6722 2.4936 -0.0565
4 Si -2.1718 1.3009 -0.4873
5 C -2.7867 0.2909 -2.0554
6 O -2.4739 1.0055 -3.3066
7 C -2.6773 0.1532 -4.4887
8 O -1.3409 -0.2403 -5.0079
9 C -0.6421 0.9145 -5.6054
10 C 0.9496 0.7751 -5.1305
11 O 1.7157 1.9393 -5.6660
12 O -0.7925 2.3329 -0.8326
13 Si 0.6737 1.7636 -0.0113
14 C 1.1834 -0.0415 -0.4956
15 C 0.5451 -1.2107 0.4597
16 C -0.1490 -2.4503 -0.4227
17 C 0.7993 -2.9652 -1.6656
18 B 2.1173 2.9136 -0.6986
19 N 1.7922 4.2642 -1.3489
20 O 3.5282 2.4226 -0.5188
21 C 0.6544 2.0810 1.9091
22 O 1.2583 1.1644 2.7094
23 C 0.0046 3.3903 2.6506
24 F -1.0752 3.9004 1.7252
25 F -0.7378 2.9862 3.9025
26 C 1.0327 4.6465 2.8769
27 F 0.2398 5.7033 3.6099
28 F 1.4693 5.3151 1.6036
29 C 2.3699 4.3032 3.7608
30 F 3.1465 5.5963 3.8528
31 F 3.2952 3.3221 3.1486
32 C 2.0830 3.8365 5.3062
33 O 1.6230 2.6487 5.7099
34 O 2.4124 4.8115 6.3987
35 H -6.4417 2.2457 -1.2737
36 H -5.8132 2.7706 -3.1798
37 H -3.6000 3.7942 -2.1051
38 H -4.4757 1.9374 0.6081
39 H -3.3316 3.4430 0.5367
40 H -1.9917 0.3869 0.6359
41 H -3.9763 0.2863 -1.9675
42 H -2.4323 -0.8284 -2.0352
43 H -3.2530 -0.8253 -4.1460
44 H -3.3225 0.6706 -5.3224
45 H -1.0858 1.9587 -5.3087
46 H -0.6773 0.7856 -6.7685
47 H 1.0601 0.7359 -3.9654
48 H 1.3690 -0.2104 -5.6291
49 H 2.6665 1.8901 -5.3191
50 H 0.9649 -0.1782 -1.6479
51 H 2.3677 -0.1356 -0.3891
52 H -0.2534 -0.7987 1.2094
53 H 1.4152 -1.7202 1.0965
54 H -0.2693 -3.3789 0.3156
55 H -1.2507 -2.1851 -0.7675
56 H 0.4072 -4.0271 -2.0432
57 H 0.7193 -2.2436 -2.6079
58 H 1.9243 -3.1174 -1.3486
59 H 0.8894 4.5708 -0.9047
60 H 2.5098 4.9533 -0.9738
61 H 3.7862 2.8096 0.3913
62 H 3.4334 4.7799 6.4261
63 C -8.1718 3.0978 1.7096
64 C -7.9935 2.0630 0.6772
65 N -7.8526 1.2455 -0.1384
66 H -8.4735 4.0561 1.2739
67 H -8.9415 2.8161 2.4359
68 H -7.2474 3.2739 2.2698
69 C 4.6404 -2.8229 2.6889
70 C 3.6023 -3.3322 1.7771
71 N 2.7821 -3.7345 1.0568
72 H 5.5869 -3.3594 2.5641
73 H 4.8452 -1.7611 2.5159
74 H 4.3446 -2.9286 3.7380
75 C 0.6857 -0.0957 7.1563
76 C -0.1059 -1.2970 6.8422
77 N -0.7314 -2.2461 6.5941
78 H 0.3866 0.3473 8.1120
79 H 1.7549 -0.3225 7.2253
80 H 0.5680 0.6780 6.3902
81 C -0.2781 -6.6982 0.9106
82 C -0.6420 -6.1145 -0.3914
83 N -0.9295 -5.6534 -1.4201
84 H 0.3258 -7.6042 0.7931
85 H 0.3040 -5.9981 1.5192
86 H -1.1641 -6.9733 1.4925
87 C -1.6995 -2.1286 -8.6083
88 C -1.4511 -1.4053 -7.3499
89 N -1.2548 -0.8340 -6.3557
90 H -2.7362 -2.0150 -8.9423
91 H -1.0573 -1.7649 -9.4174
92 H -1.5096 -3.2019 -8.5023
93 C 5.3194 2.0770 5.8864
94 C 5.8670 0.9091 5.1760
95 N 6.2996 -0.0135 4.6147
96 H 4.3703 1.8420 6.3795
97 H 6.0053 2.4378 6.6602
98 H 5.1316 2.9134 5.2050
99 C 2.5450 -7.9978 -2.7586
100 C 1.7005 -8.4374 -1.6352
101 N 1.0333 -8.7847 -0.7477
102 H 1.9962 -7.3456 -3.4461
103 H 3.4205 -7.4388 -2.4119
104 H 2.9141 -8.8469 -3.3436

Forces on the atoms, in the same order (eV/Å):
3.798 1.379 1.730
-3.324 -0.855 -0.585
-1.056 1.420 -0.642
-1.120 2.100 -1.940
-1.202 -0.391 -0.018
-1.055 -1.550 0.214
-0.556 -0.050 2.068
-5.101 8.089 14.045
2.771 2.988 0.582
-0.284 -0.179 -0.524
0.648 -1.360 1.241
0.475 -2.726 2.354
-1.363 -0.429 -2.283
0.747 -0.973 0.489
-0.072 -1.408 -0.298
0.421 -0.563 0.662
-0.516 -0.397 -0.632
2.185 2.227 -1.060
0.946 -1.292 3.654
-2.217 2.218 1.766
2.444 -4.427 5.240
-3.569 5.849 -4.571
-3.034 -0.180 -0.573
3.260 -1.253 2.770
2.798 1.641 -3.811
-1.048 2.784 -0.108
2.795 -3.345 -2.050
-1.424 -2.635 4.005
2.479 1.464 0.141
-2.283 -3.999 -0.405
-3.031 2.938 1.550
-1.765 -5.102 4.759
3.051 8.120 -3.708
1.395 -2.630 -3.474
2.191 0.388 -2.246
0.113 0.075 2.548
-1.335 -2.231 1.114
1.435 1.034 -1.559
-0.433 -1.815 -0.961
0.418 -0.152 0.305
2.309 -0.173 0.070
-0.405 2.078 -0.327
1.480 1.836 -0.918
1.557 -0.608 1.578
0.702 -2.213 0.058
0.240 0.934 2.718
-0.437 -0.009 -2.155
-0.956 1.826 1.183
-2.193 -0.084 -0.650
0.183 0.237 2.311
-2.511 0.505 -0.302
1.561 -0.757 -1.408
-2.002 1.332 -1.441
0.254 2.077 -1.507
2.397 -0.424 0.511
0.828 2.533 0.913
0.299 -1.391 2.064
-2.331 0.555 -0.501
0.848 -0.351 -1.100
-0.868 -0.929 -1.189
-0.251 -0.990 -2.070
-2.112 0.428 -0.062
-0.020 0.178 0.161
0.053 -0.923 -0.775
-0.428 1.253 1.549
0.074 -0.284 -0.140
0.117 -0.156 -0.262
-0.060 -0.195 -0.247
0.148 0.113 0.125
-0.835 -0.478 -0.749
1.389 0.533 1.229
-0.279 -0.012 -0.138
-0.174 -0.199 -0.090
-0.137 -0.053 -0.277
0.059 0.216 -0.007
-0.695 -1.093 -0.265
1.052 1.589 0.420
-0.102 -0.249 -0.152
-0.243 -0.182 -0.072
-0.108 -0.341 0.056
0.037 0.029 0.426
-0.292 0.358 -0.979
0.340 -0.977 1.657
-0.288 0.363 -0.198
-0.132 0.129 -0.295
-0.010 0.163 -0.290
-0.714 -0.187 -0.057
-2.322 -2.331 -1.641
6.231 -8.354 -16.703
0.052 -0.059 0.012
-0.001 0.093 0.279
-0.018 0.200 0.173
-0.089 0.184 0.196
0.480 -1.050 -0.686
-0.784 1.560 0.947
0.155 -0.203 -0.170
0.038 -0.248 -0.203
0.151 -0.289 -0.131
0.123 0.083 -0.198
-0.753 -0.396 0.975
1.374 0.273 -1.780
-0.112 -0.127 0.300
-0.258 -0.125 0.167
-0.191 0.005 0.268

---

Q: strongest force on any atom of number 2 (C30H49BF6N8O8Si2)?
A: 19.687 eV/Å

---

Q: Among the records above, which one has the highest strongest force on any atom?
A: C30H49BF6N8O8Si2

---

Q: Which of these has the highest strongest force on any atom?
A: C30H49BF6N8O8Si2